Below is a molecular structure, C28H35BaF3N4P2 at a distorted geometry, with properties calculated with ωB97M-V/def2-TZVPD.

Its net charge is 0. Its LUMO energy (alpha / beta) is -0.1587 / -0.1449 eV. For the gap between HOMO and LUMO (alpha / beta), the calculation gives 3.969 / 3.977 eV.

Positions of all 73 atoms, in Å:
Ba (-0.8154, -2.7504, -1.6369)
C (-1.2471, 2.2747, -0.8586)
C (-1.6177, 1.3161, -1.7074)
C (-1.0119, 1.0706, -3.0208)
C (0.2412, 0.1766, -3.0937)
C (1.4177, 0.5650, -2.2150)
C (1.8015, 1.7642, -1.7791)
C (1.0397, 3.0485, -1.9373)
C (-0.1300, 3.3010, -0.9796)
C (0.5283, -1.7831, 0.5099)
H (-1.8985, 2.5454, -0.0228)
H (-2.5504, 0.7554, -1.5539)
H (-0.8362, 2.0064, -3.5858)
H (-1.7554, 0.4753, -3.5670)
H (0.0345, -0.8984, -2.9157)
H (0.5352, 0.1673, -4.1565)
H (2.0742, -0.3123, -2.0245)
H (2.7767, 1.9403, -1.3090)
H (0.6945, 3.1861, -2.9619)
H (1.7523, 3.8367, -1.6668)
H (0.2590, 3.4244, 0.0546)
H (-0.5697, 4.2887, -1.2456)
H (0.8746, -1.6103, 1.5307)
H (1.0790, -0.8804, 0.0610)
H (1.1011, -2.6577, 0.2738)
P (1.3840, -1.1724, -8.0521)
P (-1.9625, -0.8049, -7.7734)
N (2.8248, -0.1732, -8.1147)
N (2.0169, -2.4692, -9.1207)
N (-2.0453, 0.9744, -7.6479)
N (-3.6227, -1.0429, -8.2724)
C (0.3722, -0.2786, -9.2995)
C (-1.0731, -0.8261, -9.3904)
C (3.3378, 0.4104, -6.9474)
C (4.3604, 1.2667, -7.2984)
C (4.4720, 1.2484, -8.7303)
C (3.5042, 0.3808, -9.2106)
C (2.2143, -3.7802, -8.6602)
C (2.7320, -4.5437, -9.6904)
C (2.8634, -3.6871, -10.8314)
C (2.4119, -2.4338, -10.4598)
C (-1.7662, 1.6326, -6.4507)
C (-1.8783, 3.0200, -6.6549)
C (-2.2075, 3.2103, -8.0360)
C (-2.2813, 1.9544, -8.6229)
C (-4.4686, -0.3378, -9.1504)
C (-5.5564, -1.1508, -9.4659)
C (-5.3706, -2.4044, -8.7604)
C (-4.1950, -2.3119, -8.0468)
H (0.8938, -0.4353, -10.2567)
H (0.3909, 0.7838, -9.0202)
H (-1.6514, -0.1814, -10.0644)
H (-1.0898, -1.8781, -9.7092)
H (2.9233, 0.1182, -5.9788)
H (4.9886, 1.8348, -6.6024)
H (5.2035, 1.7932, -9.3293)
H (3.2358, 0.1089, -10.2298)
H (1.9504, -4.0236, -7.6288)
H (2.9966, -5.6077, -9.6396)
H (3.2710, -3.9605, -11.8130)
H (2.3295, -1.5127, -11.0414)
H (-1.5182, 1.0607, -5.5744)
H (-1.7396, 3.7893, -5.9060)
H (-2.3835, 4.1610, -8.5388)
H (-2.4709, 1.6854, -9.6580)
H (-4.2510, 0.6773, -9.4455)
H (-6.3873, -0.8958, -10.1055)
H (-6.0457, -3.2567, -8.7744)
H (-3.6831, -3.0028, -7.3783)
F (-1.0572, -0.2794, 0.8110)
C (-0.9870, -1.6834, 0.8633)
F (-1.3181, -2.1617, 2.0846)
F (-2.3624, -1.9572, 0.1674)


Below is a molecular structure, C28H35CdCl2N7O5SbSe4, with properties calculated with ωB97M-V/def2-TZVPD.

Its net charge is -1. Its LUMO energy is 2.0226 eV. For the gap between HOMO and LUMO, the calculation gives 6.377 eV. For the energy above the lowest of the compared OMol25 structures with the same formula, charge and spin, the calculation gives 5.4 kcal per mole.

Positions of all 83 atoms, in Å:
Cd (-0.8420, 1.1848, 0.5106)
O (-2.2357, 0.9758, 6.7398)
C (-1.8712, 1.0608, 5.4366)
C (-0.6711, 1.6392, 5.0417)
C (-0.4122, 1.7145, 3.6906)
N (-1.2374, 1.2272, 2.7714)
C (-2.3760, 0.6407, 3.1489)
C (-2.7336, 0.5425, 4.4786)
C (-3.2788, 0.0638, 2.0417)
O (-4.2563, -0.5733, 2.4199)
O (-2.9006, 0.2983, 0.8551)
C (0.8629, 2.3285, 3.1745)
O (1.8701, 2.3059, 3.8485)
O (0.7854, 2.8053, 1.9498)
H (-1.5857, 1.4381, 7.2799)
H (0.0373, 2.0603, 5.7431)
H (-3.6705, 0.0740, 4.7410)
C (1.2688, -2.8258, -1.5479)
N (1.3515, -3.0009, -0.1182)
C (1.5196, -4.3683, 0.3247)
C (0.7845, -2.0528, 0.7164)
N (-0.2147, -1.2859, 0.3805)
C (-1.2408, -1.8754, -0.4038)
C (-1.7201, -3.1004, 0.0049)
C (-2.8397, -3.7065, -0.5888)
C (-3.5189, -3.0551, -1.5708)
C (-3.0852, -1.7827, -2.0153)
C (-3.8519, -1.0901, -2.9852)
C (-3.4909, 0.1561, -3.3997)
C (-2.3011, 0.7340, -2.9243)
C (-1.5027, 0.0625, -2.0360)
N (-0.2732, 0.6477, -1.6355)
C (0.6182, 0.9399, -2.5443)
N (0.6442, 0.4189, -3.8259)
C (0.8862, 1.3135, -4.9428)
C (0.0730, -0.8523, -4.2159)
N (1.6332, 1.7906, -2.2756)
C (2.9616, 1.6001, -2.8263)
C (1.4990, 2.8290, -1.2706)
C (-1.9110, -1.1915, -1.4773)
N (1.3793, -1.9545, 1.9340)
C (2.7520, -2.3440, 2.1891)
C (0.6955, -1.3651, 3.0657)
H (2.1510, -3.2775, -2.0089)
H (1.2594, -1.7618, -1.7769)
H (0.3735, -3.2917, -1.9768)
H (0.7621, -5.0105, -0.1408)
H (1.3985, -4.4326, 1.4032)
H (2.5102, -4.7499, 0.0611)
H (-1.2613, -3.5704, 0.8673)
H (-3.1850, -4.6649, -0.2215)
H (-4.4172, -3.4779, -2.0034)
H (-4.7555, -1.5594, -3.3552)
H (-4.1082, 0.7071, -4.0980)
H (-2.0027, 1.7286, -3.2364)
H (1.0746, 2.3216, -4.5840)
H (-0.0007, 1.3409, -5.5845)
H (1.7375, 0.9810, -5.5459)
H (-0.0974, -1.4867, -3.3555)
H (0.7734, -1.3583, -4.8889)
H (-0.8823, -0.7282, -4.7352)
H (3.2343, 2.4132, -3.5063)
H (3.0152, 0.6572, -3.3655)
H (3.6882, 1.5810, -2.0113)
H (0.5151, 3.2905, -1.3536)
H (2.2310, 3.6090, -1.4733)
H (1.6671, 2.4520, -0.2636)
H (3.2788, -2.5077, 1.2532)
H (2.8004, -3.2561, 2.7935)
H (3.2547, -1.5442, 2.7345)
H (-0.3581, -1.2456, 2.8327)
H (1.1263, -0.3935, 3.3163)
H (0.8060, -2.0210, 3.9338)
Se (1.5874, 5.8995, 0.5779)
Sb (-0.1959, 4.7192, 1.5978)
Se (-1.1116, 5.1478, 3.7487)
Se (-1.6567, 4.4621, -2.0807)
Se (-2.0105, 3.6998, 0.0742)
Cl (3.0687, 0.7048, 0.9897)
C (3.7845, 2.2824, 1.4040)
Cl (5.2474, 2.5905, 0.4484)
H (4.0414, 2.2652, 2.4539)
H (3.0552, 3.0572, 1.1930)


Below is a molecular structure, C28H35CeN4O5S at a distorted geometry, with properties calculated with ωB97M-V/def2-TZVPD.

Its net charge is +1. Its LUMO energy is -4.2099 eV. For the gap between HOMO and LUMO, the calculation gives 6.784 eV. For the energy above the lowest of the compared OMol25 structures with the same formula, charge and spin, the calculation gives 14.5 kcal per mole.

Positions of all 74 atoms, in Å:
Ce (0.5494, 0.0608, 1.1160)
C (-3.0659, 1.9627, 0.0671)
N (-2.6413, 0.6895, 0.6582)
C (-3.2128, -0.4252, -0.1130)
C (-2.3717, -1.6931, -0.0082)
C (-1.3725, -1.8949, -1.1426)
N (-0.1158, -1.1218, -0.9965)
C (0.6875, -1.1640, -1.9880)
C (2.0552, -0.6612, -2.0506)
C (2.5896, -0.4504, -3.3320)
C (3.8785, -0.0027, -3.5036)
C (4.6638, 0.2264, -2.3704)
C (4.1653, -0.0025, -1.1032)
C (2.8660, -0.4673, -0.9257)
O (2.4132, -0.7551, 0.3129)
C (-3.1260, 0.6534, 2.0543)
C (-2.3130, 1.5989, 2.9492)
C (-1.4382, 0.8779, 3.9776)
N (-0.8121, -0.3136, 3.3805)
C (-1.1711, -1.4228, 3.9148)
C (-0.8927, -2.7799, 3.4879)
C (-1.5100, -3.8292, 4.1847)
C (-1.3611, -5.1341, 3.7710)
C (-0.5852, -5.3964, 2.6368)
C (0.0360, -4.3756, 1.9416)
C (-0.1051, -3.0586, 2.3740)
O (0.4991, -2.0703, 1.7223)
H (-4.1586, 2.0567, 0.0895)
H (-2.7421, 2.0269, -0.9698)
H (-2.6375, 2.8042, 0.6063)
H (-3.2638, -0.1132, -1.1588)
H (-4.2477, -0.6109, 0.1996)
H (-3.0130, -2.5730, 0.0397)
H (-1.8148, -1.6803, 0.9297)
H (-1.8335, -1.6378, -2.1006)
H (-1.0957, -2.9485, -1.1862)
H (0.3316, -1.6241, -2.9149)
H (1.9599, -0.6490, -4.1930)
H (4.2806, 0.1576, -4.4944)
H (5.6827, 0.5748, -2.4827)
H (4.7754, 0.1470, -0.2221)
H (-3.0496, -0.3765, 2.4007)
H (-4.1928, 0.9084, 2.0785)
H (-2.9587, 2.3005, 3.4772)
H (-1.6784, 2.2143, 2.3148)
H (-2.0356, 0.5801, 4.8418)
H (-0.6652, 1.5579, 4.3408)
H (-1.8180, -1.3643, 4.7947)
H (-2.1147, -3.5938, 5.0537)
H (-1.8365, -5.9408, 4.3103)
H (-0.4619, -6.4171, 2.2973)
H (0.6558, -4.5708, 1.0756)
N (2.1670, 0.5089, 3.0867)
H (2.5843, 1.3719, 2.7494)
H (2.8316, -0.2289, 2.8679)
H (2.0643, 0.5596, 4.0929)
C (1.2046, 2.5816, -5.8980)
C (1.1416, 2.6206, -4.3972)
C (2.2211, 3.1047, -3.6564)
C (2.1932, 3.1248, -2.2780)
C (1.0600, 2.6425, -1.6237)
C (-0.0295, 2.1569, -2.3316)
C (0.0211, 2.1522, -3.7174)
S (1.0543, 2.7719, 0.1122)
O (1.1087, 4.1358, 0.4843)
O (2.1349, 1.9090, 0.6471)
O (-0.2081, 2.0471, 0.5727)
H (1.8204, 3.3897, -6.2902)
H (0.2124, 2.6602, -6.3400)
H (1.6447, 1.6408, -6.2389)
H (3.0975, 3.4774, -4.1729)
H (3.0337, 3.5135, -1.7161)
H (-0.9046, 1.7927, -1.8144)
H (-0.8300, 1.7873, -4.2810)